ORCA calculation (ωB97M-V with the def2-TZVPD basis set) on 12 unconnected molecules or ions with the total composition C46H120N8O12.

The calculation puts the HOMO energy at -8.0 eV. Its structure (SMILES) is CC1(C)CCCC(C)(C)N1O.CC1(C)CCCC(C)(C)N1O.COC[C@H](C)N.COC[C@H](C)N.COC[C@H](C)N.COC[C@H](C)N.COC[C@H](C)N.COC[C@H](C)N.CO.CO.CO.CO. For the largest force on an atom, the calculation gives 0.0797 hartree/bohr. The HOMO-LUMO gap comes out at 8.1423 eV. The calculation puts the LUMO energy at 0.09 eV. As for the relative energy (zero: lowest compared OMol25 entry of this formula, charge and spin): 768.2 kJ/mol. For the energy, the calculation gives -3164.9922 Eh. As for the total charge: 0.

```
186
Properties=species:S:1:pos:R:3:forces:R:3:mulliken_charge:R:1
C 9.218 -30.096 27.084 -0.4 0.0 0.3 -1.93
C 8.936 -28.937 28.070 0.8 0.3 0.4 1.75
C 9.294 -29.361 29.546 -0.3 -0.8 -0.8 -1.28
C 10.745 -29.337 29.981 -0.4 1.3 -1.6 -0.71
C 11.382 -28.075 29.377 0.0 0.5 0.7 -1.30
C 11.040 -27.461 27.969 1.2 -0.4 -0.4 1.80
N 9.626 -27.703 27.692 -0.5 1.2 2.2 0.28
O 9.150 -27.143 26.501 0.8 -0.6 -1.0 -0.45
C 11.422 -25.936 28.025 -1.0 0.5 -0.2 -1.91
C 11.919 -28.063 26.847 1.7 -0.3 -0.5 -1.88
C 7.428 -28.646 28.096 0.3 0.1 -0.4 -1.96
H 9.099 -29.720 26.068 0.0 -0.1 0.0 0.39
H 8.477 -30.876 27.264 -0.2 -0.1 -0.2 0.48
H 10.182 -30.596 27.184 0.2 0.4 0.1 0.35
H 8.686 -28.830 30.278 -0.2 0.2 -0.2 0.45
H 8.996 -30.409 29.522 -0.5 -0.1 0.5 0.45
H 11.269 -30.243 29.675 0.1 0.0 0.3 0.34
H 10.802 -29.077 31.038 0.1 -1.1 0.2 0.34
H 12.437 -28.238 29.595 0.4 0.6 -0.8 0.42
H 11.073 -27.310 30.089 0.0 0.4 -0.1 0.37
H 12.469 -25.660 28.154 0.3 -0.9 -0.2 0.42
H 11.106 -25.441 27.107 0.0 -0.2 -0.3 0.45
H 10.960 -25.317 28.794 -0.6 -0.6 0.4 0.38
H 12.771 -28.633 27.216 -0.4 -0.8 0.6 0.36
H 11.462 -28.649 26.049 -0.5 0.0 0.4 0.29
H 12.566 -27.360 26.321 -0.7 0.9 -0.2 0.52
H 7.007 -29.369 28.794 -0.6 0.1 -0.3 0.48
H 7.003 -28.680 27.093 -0.1 -0.6 0.0 0.39
H 7.198 -27.627 28.406 0.3 0.0 0.6 0.41
H 8.403 -26.568 26.685 0.0 0.1 0.6 0.32
C 5.405 -33.544 36.741 -1.4 0.2 0.4 -2.06
C 6.163 -33.975 35.494 -0.1 0.2 0.7 1.70
C 7.074 -35.030 36.119 1.0 -0.8 -2.1 -1.17
C 7.774 -35.871 35.051 -0.3 0.9 0.7 -0.87
C 6.860 -36.370 33.956 0.2 0.5 0.3 -1.03
C 5.878 -35.306 33.325 -0.7 -1.7 -0.5 1.49
N 5.278 -34.548 34.435 2.0 -2.3 2.0 0.22
O 4.311 -33.685 34.036 -1.0 1.5 -0.6 -0.48
C 6.507 -34.423 32.285 0.9 0.0 -0.8 -1.76
C 4.724 -36.142 32.641 0.2 0.9 0.6 -1.78
C 6.915 -32.695 35.049 0.1 0.5 -0.5 -1.82
H 4.740 -32.696 36.574 0.3 0.4 0.1 0.40
H 6.145 -33.376 37.523 0.0 0.7 -0.1 0.46
H 4.764 -34.290 37.212 -0.1 -0.6 -0.5 0.47
H 7.919 -34.534 36.596 -0.5 0.2 0.7 0.38
H 6.611 -35.787 36.751 -0.6 0.7 0.4 0.50
H 8.104 -36.713 35.660 0.9 -0.2 -0.7 0.40
H 8.567 -35.222 34.678 0.4 -0.5 -0.3 0.36
H 6.301 -37.174 34.436 -0.5 0.0 -0.3 0.40
H 7.556 -36.838 33.260 -0.6 0.0 -0.7 0.38
H 5.820 -33.754 31.766 -0.2 0.5 0.8 0.33
H 7.382 -33.946 32.726 -0.1 0.5 -0.3 0.34
H 6.859 -34.966 31.408 0.3 -0.7 0.2 0.46
H 4.479 -36.963 33.316 -0.3 0.0 -0.2 0.37
H 3.876 -35.475 32.485 -0.2 -0.1 0.3 0.43
H 4.909 -36.516 31.634 0.7 -0.1 0.2 0.35
H 6.318 -32.178 34.297 -0.3 0.1 0.1 0.42
H 7.899 -32.732 34.582 0.1 -0.9 0.0 0.32
H 7.059 -31.997 35.873 -0.2 -0.1 0.2 0.43
H 3.505 -34.074 34.383 -0.2 0.1 0.0 0.37
C 17.888 -23.167 26.513 0.2 0.0 0.3 -1.58
C 17.272 -21.993 25.756 -1.3 -0.7 -0.2 0.63
C 17.726 -20.621 26.117 0.0 -0.6 2.1 -0.70
O 17.192 -20.416 27.428 0.0 -0.4 -0.9 -0.27
C 17.908 -19.401 28.007 -0.4 1.0 1.5 -0.85
N 17.470 -22.178 24.375 1.6 -0.9 -2.6 -0.80
H 18.962 -23.267 26.353 0.1 0.3 0.0 0.36
H 17.480 -24.109 26.148 -0.3 0.0 -0.2 0.38
H 17.676 -23.167 27.582 0.0 0.3 0.0 0.31
H 16.199 -22.181 25.736 -0.6 1.0 2.0 0.29
H 17.518 -19.770 25.469 -0.6 -0.2 -0.4 0.41
H 18.808 -20.621 26.245 0.4 -0.2 -0.3 0.35
H 17.538 -19.309 29.028 0.1 0.2 0.1 0.24
H 17.691 -18.465 27.492 0.4 0.4 -0.1 0.32
H 18.978 -19.594 28.070 0.2 0.0 -0.2 0.37
H 16.967 -21.485 23.839 -0.1 0.0 -0.1 0.26
H 17.028 -23.072 24.214 0.2 -0.1 -1.0 0.27
C 0.647 -27.328 28.083 1.3 -0.1 0.2 -1.54
C -0.703 -26.700 28.112 -0.3 -0.2 1.8 0.58
C -1.193 -26.221 29.575 0.0 -1.5 -1.1 -0.82
O -2.513 -25.634 29.461 0.9 -0.1 0.2 -0.32
C -3.100 -25.239 30.696 1.7 -0.5 0.9 -0.82
N -0.738 -25.535 27.308 -1.0 1.1 -0.9 -0.79
H 1.111 -27.223 27.102 -0.4 0.1 -0.3 0.39
H 0.611 -28.404 28.254 0.1 0.1 0.5 0.35
H 1.345 -26.806 28.737 0.1 -0.3 0.4 0.28
H -1.318 -27.469 27.646 -0.8 0.3 0.3 0.27
H -0.425 -25.569 29.991 -0.1 0.9 -0.3 0.38
H -1.105 -27.045 30.284 -0.9 -0.5 0.1 0.45
H -2.409 -24.707 31.350 0.5 1.0 -0.5 0.34
H -3.128 -26.104 31.358 -1.4 -0.5 -0.2 0.33
H -3.983 -24.605 30.609 -0.1 -0.7 -0.4 0.27
H -1.695 -25.265 27.487 -0.6 0.6 -0.9 0.37
H -0.286 -24.785 27.811 0.8 0.2 0.0 0.28
C 11.568 -23.244 34.251 -1.1 1.2 -0.8 -1.47
C 11.159 -23.677 35.647 2.4 1.4 -0.3 0.61
C 9.695 -23.499 35.960 1.5 -3.1 -2.2 -0.62
O 9.357 -22.226 35.654 -1.8 2.4 1.7 -0.27
C 8.183 -21.908 36.393 -0.3 1.2 0.6 -0.97
N 11.692 -24.973 35.952 -0.5 -1.7 0.4 -0.77
H 12.636 -23.193 34.042 0.0 -0.4 0.4 0.38
H 11.207 -22.225 34.110 0.0 0.2 -0.1 0.36
H 11.060 -23.786 33.452 0.1 -0.5 0.0 0.31
H 11.648 -22.912 36.250 0.3 -0.2 0.7 0.22
H 9.512 -23.930 36.944 -0.4 0.5 0.2 0.38
H 9.220 -24.059 35.154 -0.7 -1.2 0.4 0.23
H 8.289 -21.992 37.474 0.8 -0.2 0.2 0.39
H 7.296 -22.522 36.237 0.1 -0.3 -0.9 0.36
H 7.938 -20.853 36.268 0.0 -0.1 -0.5 0.31
H 11.410 -25.609 35.220 -0.8 -0.3 -0.1 0.25
H 12.687 -25.117 35.853 0.4 1.0 0.4 0.29
C 11.731 -39.385 26.533 -1.0 0.0 0.8 -1.49
C 12.342 -39.087 27.909 0.7 0.8 -2.0 0.55
C 11.788 -37.836 28.540 0.1 0.5 0.6 -0.63
O 12.381 -36.670 27.942 -0.8 -0.2 0.7 -0.32
C 11.924 -35.473 28.552 0.2 0.9 -0.3 -0.79
N 12.210 -40.253 28.739 0.4 -0.6 0.7 -0.70
H 12.194 -40.318 26.213 -0.1 0.2 -0.6 0.38
H 11.738 -38.583 25.795 0.7 0.0 0.1 0.36
H 10.662 -39.538 26.688 -0.2 -0.5 0.0 0.35
H 13.364 -38.824 27.634 0.6 -0.2 0.5 0.22
H 12.011 -37.754 29.603 0.1 -0.5 0.2 0.35
H 10.702 -37.888 28.475 -0.4 0.5 -0.3 0.28
H 10.937 -35.165 28.209 -0.1 0.0 -0.5 0.31
H 12.663 -34.696 28.357 -0.1 0.0 -0.6 0.28
H 11.821 -35.366 29.632 0.3 -1.3 0.5 0.32
H 12.115 -41.101 28.200 -0.5 0.1 -0.4 0.26
H 13.090 -40.443 29.196 0.1 0.3 0.6 0.27
C 9.006 -26.489 21.273 -0.5 -1.3 -0.4 -1.26
C 8.698 -27.642 20.269 0.4 0.5 0.9 0.42
C 8.450 -28.961 21.074 -1.0 0.5 -0.8 -0.68
O 8.096 -29.958 20.134 -0.3 -2.3 0.3 -0.37
C 7.549 -31.272 20.665 0.3 2.4 -0.3 -0.71
N 7.548 -27.151 19.489 -0.3 -0.8 0.7 -0.59
H 8.142 -26.490 21.938 0.0 0.3 0.2 0.25
H 9.015 -25.536 20.744 0.4 0.0 0.2 0.38
H 9.892 -26.698 21.872 0.1 0.3 -0.2 0.35
H 9.534 -27.804 19.588 0.4 -0.2 0.1 0.26
H 7.635 -28.795 21.779 -0.5 0.2 0.0 0.31
H 9.276 -29.261 21.719 0.6 0.1 -0.3 0.41
H 8.117 -31.671 21.505 0.3 0.2 -0.1 0.28
H 7.505 -31.998 19.853 0.2 0.4 -0.1 0.25
H 6.535 -31.046 20.997 -0.1 -0.2 0.1 0.30
H 7.209 -27.873 18.870 0.0 -0.1 -0.2 0.22
H 7.845 -26.358 18.938 0.0 0.0 -0.1 0.21
C 15.981 -26.639 19.433 0.2 -0.1 1.2 -1.49
C 15.786 -27.337 20.831 -1.2 0.4 -0.9 0.61
C 16.985 -28.057 21.428 -0.1 -1.6 -1.2 -0.80
O 16.600 -29.092 22.362 -0.8 0.2 -1.0 -0.35
C 17.664 -29.507 23.196 -0.4 2.7 0.6 -0.77
N 15.179 -26.433 21.788 1.0 0.9 0.4 -0.72
H 16.551 -25.715 19.533 0.5 -0.2 0.0 0.35
H 15.040 -26.274 19.022 -0.3 -0.4 0.2 0.37
H 16.397 -27.329 18.700 0.2 0.1 0.1 0.37
H 14.936 -28.002 20.675 0.7 -1.4 -0.5 0.28
H 17.795 -27.424 21.788 -0.3 0.4 0.5 0.46
H 17.406 -28.616 20.592 0.4 0.0 -0.3 0.31
H 17.777 -28.574 23.748 0.8 -0.1 1.1 0.33
H 18.630 -29.588 22.699 -0.1 -1.0 -0.3 0.31
H 17.329 -30.261 23.909 0.3 -0.3 -0.6 0.26
H 15.046 -27.020 22.599 -0.6 0.3 0.4 0.25
H 14.298 -26.134 21.395 -0.3 0.0 0.4 0.23
C 13.037 -19.537 29.107 -1.1 -1.7 1.5 -0.65
O 13.329 -19.604 27.750 0.4 0.6 -0.4 -0.49
H 13.686 -20.273 29.584 0.7 0.7 0.8 0.27
H 12.979 -18.554 29.574 0.5 0.1 -0.1 0.25
H 12.113 -20.054 29.366 -0.7 0.4 -0.6 0.27
H 14.286 -19.607 27.834 0.3 0.0 -1.2 0.35
C 3.341 -27.725 32.747 0.3 -1.8 0.0 -0.59
O 2.815 -27.050 33.867 -0.2 0.0 -0.3 -0.49
H 3.578 -27.114 31.876 0.1 0.2 0.5 0.26
H 4.132 -28.386 33.102 1.3 0.8 -0.3 0.26
H 2.728 -28.573 32.444 -1.1 0.4 -0.6 0.26
H 2.653 -27.805 34.437 -0.3 0.4 0.7 0.30
C 3.975 -26.227 22.439 -1.3 0.0 2.0 -0.53
O 4.152 -25.600 21.227 0.8 0.2 -0.9 -0.50
H 3.297 -27.076 22.363 0.3 -0.6 -0.1 0.26
H 4.895 -26.456 22.978 0.2 -0.4 -0.2 0.18
H 3.436 -25.569 23.120 0.0 0.4 0.0 0.25
H 4.906 -26.076 20.871 0.2 0.3 -0.8 0.32
C 7.092 -22.711 31.730 -1.2 0.3 0.5 -0.43
O 7.281 -21.486 32.362 0.9 1.8 0.8 -0.51
H 8.025 -23.185 31.425 -0.1 -0.2 0.0 0.15
H 6.520 -23.236 32.495 0.0 -1.3 -0.8 0.23
H 6.440 -22.438 30.900 0.1 -0.8 -0.4 0.24
H 7.255 -21.626 33.311 0.2 0.2 -0.1 0.31
```
Forces are in eV/Å.